Entry from OMol25: a structure of composition C24H28BiCl3F5O9P3SiTe in a non-equilibrium geometry (ωB97M-V/def2-TZVPD).

Last column: Löwdin charge in e.
Geometry (Å):
Bi (-0.50492, 2.48383, 0.07056)  1.812
C (-2.12076, -3.60941, -1.55988)  -0.056
C (-0.81621, -3.12984, -2.15083)  -0.278
C (-0.50121, -3.46937, -3.46268)  -0.063
C (0.65419, -3.00704, -4.07421)  -0.101
C (1.50311, -2.16329, -3.37667)  -0.089
C (1.20946, -1.81518, -2.06599)  -0.084
C (0.07869, -2.31927, -1.42125)  -0.321
P (-0.40320, -1.74842, 0.26022)  1.153
C (-0.47827, -3.36305, 1.17927)  -0.306
C (0.19193, -4.50732, 0.74644)  -0.111
C (0.09071, -5.71014, 1.42856)  -0.101
C (-0.70412, -5.79037, 2.56313)  -0.106
C (-1.38589, -4.66436, 2.99938)  -0.066
C (-1.28845, -3.44472, 2.32746)  -0.268
C (-2.05865, -2.25692, 2.85640)  -0.068
C (1.17584, -1.12661, 0.97605)  -0.313
C (2.34558, -1.88396, 0.87091)  -0.116
C (3.55176, -1.43663, 1.37425)  -0.107
C (3.60080, -0.19925, 2.00341)  -0.102
C (2.45506, 0.55877, 2.13088)  -0.060
C (1.21283, 0.12546, 1.63476)  -0.301
C (0.04976, 1.05011, 1.84003)  -0.289
H (-2.83250, -3.84359, -2.35359)  0.076
H (-2.56224, -2.83547, -0.92732)  0.065
H (-1.97838, -4.50277, -0.94743)  0.073
H (-1.19891, -4.08053, -4.02810)  0.102
H (0.87630, -3.28344, -5.09815)  0.091
H (2.38566, -1.75698, -3.85676)  0.095
H (1.85192, -1.11720, -1.54574)  0.084
H (0.78445, -4.46232, -0.16059)  0.101
H (0.62363, -6.58364, 1.06986)  0.093
H (-0.80004, -6.72799, 3.09936)  0.091
H (-2.01839, -4.73024, 3.88015)  0.102
H (-2.91475, -2.58433, 3.44942)  0.071
H (-2.41713, -1.62049, 2.04748)  0.052
H (-1.42335, -1.63702, 3.49650)  0.088
H (2.31122, -2.84775, 0.37791)  0.091
H (4.44387, -2.04655, 1.28112)  0.090
H (4.53793, 0.17251, 2.40282)  0.099
H (2.50842, 1.52349, 2.61778)  0.100
H (0.25860, 1.71374, 2.67056)  0.011
H (-0.89270, 0.53145, 2.02067)  0.030
O (-1.13578, 3.38335, -2.88469)  -0.206
P (-2.57686, 3.88146, -2.30853)  0.170
O (-3.26621, 4.80213, -3.22341)  -0.295
O (-2.27360, 4.21921, -0.86838)  -0.494
O (-3.38571, 2.44730, -2.31478)  -0.299
P (-2.72492, 1.02640, -1.94546)  0.188
O (-4.04676, 0.15782, -1.67778)  -0.129
O (-2.08322, 1.15926, -0.53536)  -0.504
O (-1.90494, 0.47571, -3.03173)  -0.274
H (-1.25988, 2.93992, -3.73843)  0.078
H (-4.59836, 0.62394, -1.02996)  0.047
Cl (-4.83301, 3.08627, 0.56003)  0.320
Si (-3.26284, 4.02320, 1.53492)  -0.818
Cl (-3.94193, 3.76687, 3.51696)  0.191
Cl (-3.34413, 6.03746, 1.32304)  0.345
C (4.04756, 2.08686, -1.14010)  -0.015
C (2.57899, 2.32431, -1.37860)  -0.509
C (2.20244, 3.66631, -1.92839)  -0.032
O (1.77150, 1.44409, -1.12844)  -0.052
H (4.50240, 2.99731, -0.74373)  0.087
H (4.52736, 1.83404, -2.09101)  0.084
H (4.18013, 1.26710, -0.43483)  0.068
H (2.97198, 4.03375, -2.61167)  0.084
H (2.14224, 4.36120, -1.08076)  0.075
H (1.23190, 3.64069, -2.41618)  0.059
F (-0.14058, 6.02772, 2.81230)  -0.495
Te (0.75992, 4.45941, 2.21305)  1.845
F (2.21922, 3.50137, 1.07438)  -0.562
F (1.07334, 4.16950, 4.14458)  -0.556
F (2.29408, 5.52409, 2.51749)  -0.453
F (0.71260, 5.49284, 0.56233)  -0.521
O (-1.83863, 3.28518, 1.60703)  -0.691

Cartesian forces (eV/Å) of the 2 atoms listed first:
-0.47 -0.08 0.17
0.12 0.08 -0.08

Net charge   -2
Multiplicity   1
Calculated total energy   -5285.35525 Ha
HOMO   -3.37 eV